No. 1
The following is a DFT calculation (the ωB97M-V functional and the def2-TZVPD basis) of the molecule C22H29N3O4 in a non-equilibrium geometry.

Results
**Frontier orbital gap**: 8.4601 eV
**Energy**: -1320.9124 Eh
**Energy above the lowest of the compared OMol25 structures with the same formula, charge and spin**: 49.23 kcal per mole
**Largest force on an atom**: 1.03 eV/Å
**SMILES string**: CCN(CC)C(=O)COc1coc(CN2CCN(c3ccccc3)CC2)cc1=O

Structure (XYZ):
```
58
C22H29N3O4 | the Open Molecules 2025 dataset | the ωB97M-V functional and the def2-TZVPD basis
C -5.060 -0.656 1.762
H -4.120 -1.130 1.495
H -5.694 -1.387 2.258
H -4.853 0.157 2.452
C -5.748 -0.150 0.498
N -4.916 0.768 -0.266
C -3.935 0.221 -1.009
O -3.784 -0.982 -1.118
C -3.007 1.182 -1.765
H -3.536 1.627 -2.613
H -2.631 1.964 -1.101
O -1.935 0.467 -2.347
C -1.273 -0.418 -1.558
C -0.592 -1.407 -2.187
O 0.162 -2.330 -1.567
C 0.218 -2.314 -0.229
C -0.441 -1.390 0.505
C -1.199 -0.312 -0.091
O -1.695 0.596 0.570
H -0.385 -1.410 1.582
C 1.122 -3.385 0.344
N 2.507 -3.023 0.544
C 3.279 -2.688 -0.634
C 3.252 -1.195 -0.987
N 3.684 -0.418 0.157
C 4.229 0.846 -0.057
C 3.809 1.977 0.645
C 4.425 3.199 0.452
C 5.467 3.331 -0.448
C 5.892 2.217 -1.153
C 5.288 0.992 -0.960
H 5.653 0.131 -1.500
H 6.710 2.301 -1.854
H 5.944 4.288 -0.598
H 4.077 4.059 1.006
H 2.983 1.915 1.337
C 2.812 -0.638 1.291
C 2.827 -2.135 1.640
H 2.144 -2.328 2.469
H 3.844 -2.391 1.963
H 3.199 -0.087 2.150
H 1.784 -0.302 1.085
H 3.912 -1.012 -1.834
H 2.233 -0.894 -1.284
H 2.919 -3.277 -1.479
H 4.318 -2.969 -0.426
H 1.107 -4.237 -0.343
H 0.723 -3.706 1.309
H -0.599 -1.518 -3.260
C -5.076 2.190 -0.049
H -6.141 2.383 0.114
C -4.267 2.706 1.143
H -3.268 2.278 1.129
H -4.742 2.432 2.080
H -4.193 3.790 1.101
H -4.784 2.720 -0.957
H -6.682 0.360 0.744
H -5.966 -1.004 -0.150
```

***

No. 2
The following is a DFT calculation (the ωB97M-V functional and the def2-TZVPD basis) of a structure of composition C22H29N3O4S in a non-equilibrium geometry.

Results
**Frontier orbital gap**: 7.5106 eV
**Energy**: -1718.5449 Eh
**Energy above the lowest of the compared OMol25 structures with the same formula, charge and spin**: 414.40 kcal per mole
**Largest force on an atom**: 14.19 eV/Å

Structure (XYZ):
```
59
C22H29N3O4S | the Open Molecules 2025 dataset | the ωB97M-V functional and the def2-TZVPD basis
C -3.926 -4.119 0.200
C -4.558 -3.233 -0.884
O -4.556 -1.775 -0.524
C -3.532 -1.150 -0.680
C -2.391 -1.703 -1.420
C -1.390 -0.752 -1.337
C -1.500 0.497 -0.718
C -2.605 1.074 -0.389
C -3.721 0.228 -0.245
O -4.807 0.487 0.424
C -5.079 2.048 0.940
C -6.541 2.046 1.365
H -7.130 1.559 0.565
H -6.591 3.037 1.893
H -6.589 1.208 2.135
H -4.361 2.025 1.842
H -4.835 2.413 0.164
H -2.665 2.007 0.188
N -0.182 1.561 -1.070
C -0.209 2.828 -0.641
O -1.120 3.501 -0.468
C 1.114 3.404 -0.872
N 2.227 2.605 -0.301
C 2.002 2.613 1.260
H 2.166 3.760 1.222
H 2.902 1.965 1.561
H 1.086 2.010 1.351
C 3.627 3.022 -0.764
C 4.509 1.732 -0.231
O 5.770 1.961 0.032
N 4.025 0.652 -0.465
C 4.491 -0.737 -0.239
C 5.875 -0.891 0.289
C 6.253 -2.338 0.541
C 5.376 -3.355 0.485
C 4.136 -2.880 0.137
C 3.680 -1.799 -0.359
S 1.942 -1.525 -0.393
C 1.179 -1.443 1.017
H 1.522 -0.544 1.662
H 1.446 -2.513 1.661
H -0.005 -1.245 1.095
H 3.308 -3.953 0.052
H 5.704 -4.427 0.735
H 7.197 -2.306 0.785
H 6.671 -0.154 0.317
H 3.107 0.434 -0.621
H 3.775 2.822 -1.781
H 3.948 3.901 -0.386
H 1.131 4.428 -0.657
H 1.437 3.319 -2.154
H 0.573 1.029 -1.385
H -0.247 -0.947 -1.974
H -2.256 -2.603 -1.575
H -4.181 -3.412 -1.774
H -5.727 -3.401 -0.699
H -2.948 -3.913 0.107
H -4.141 -5.151 -0.140
H -4.388 -3.909 1.124
```